{
  "formula": "C4H14NO3",
  "method": "ωB97M-V/def2-TZVPD",
  "symbols": ["H", "C", "C", "H", "H", "H", "C", "H", "H", "O", "H", "O", "C", "H", "H", "O", "H", "H", "H", "N", "H", "H"],
  "positions_angstrom": [[-1.2351, -0.6258, -2.6351], [0.6109, -1.4091, 2.4538], [-1.7216, -0.2814, 2.1447], [1.4108, 1.5833, -2.7938], [-2.6275, -0.1753, 1.4795], [-0.7347, -1.7772, 0.9353], [-0.4366, -0.8332, 1.5273], [0.5473, -0.7573, 3.4053], [-2.0882, -1.0662, 2.7662], [0.6957, 2.1825, -2.5777], [0.8247, 2.3584, -1.6247], [-1.9527, -0.5181, -1.9961], [1.0194, -0.1899, -0.6228], [0.6114, -0.5392, -1.6240], [0.4800, -2.3898, 2.8653], [1.8307, 0.8747, -0.8015], [-1.5193, 0.7044, 2.5078], [-1.3607, -0.3947, -1.2392], [1.5453, -1.1214, 1.9708], [0.0769, 0.0794, 0.4979], [1.7680, -0.9824, -0.3111], [0.3125, 1.0042, 0.9526]],
  "nbo_charge": [0.46, -0.64, -0.62, 0.48, 0.21, 0.16, -0.04, 0.17, 0.20, -1.00, 0.50, -0.96, 0.13, 0.07, 0.20, -0.98, 0.20, 0.49, 0.24, -0.73, 0.08, 0.36],
  "e_lumo_ev": 3.69,
  "homo_ev": -2.867,
  "de_lowest_kj_mol": 222.73,
  "charge": -1,
  "max_force_ev_per_a": 4.7
}

=====

{
  "formula": "C4H14NO3",
  "method": "ωB97M-V/def2-TZVPD",
  "symbols": ["O", "C", "H", "H", "C", "H", "H", "H", "H", "H", "H", "N", "H", "C", "O", "H", "C", "H", "H", "H", "H", "O"],
  "positions_angstrom": [[1.3457, 2.8337, -0.9793], [1.0800, -1.3141, -1.2989], [-1.2062, -3.2076, -0.1384], [0.7853, 3.2896, -0.3419], [-0.7971, -1.1565, 0.2267], [-1.5562, -2.1011, -1.5488], [-2.6579, -2.1865, -0.1629], [-1.0379, -1.1048, 1.2791], [0.8937, 1.9092, -0.8316], [2.1612, -1.4165, -1.3493], [-1.4299, 0.3679, -1.3338], [0.6367, -1.4416, 0.0939], [0.1607, 1.4157, 1.5709], [-1.1629, 0.2900, -0.2658], [0.4192, 1.3022, 2.5509], [0.7263, -2.1875, -1.8715], [-1.6087, -2.2492, -0.4702], [1.0241, -0.6039, 0.5402], [0.6139, -0.4836, -1.8306], [-2.0383, 0.6166, 0.3246], [-0.1938, 0.5822, 2.7462], [-0.0988, 1.1422, 0.0177]],
  "nbo_charge": [-1.03, -0.43, 0.21, 0.45, -0.07, 0.20, 0.20, 0.17, 0.51, 0.19, 0.12, -0.65, 0.51, -0.06, -1.01, 0.16, -0.63, 0.39, 0.19, 0.13, 0.44, -0.97],
  "e_lumo_ev": 3.87,
  "homo_ev": -4.296,
  "de_lowest_kj_mol": 71.86,
  "charge": -1,
  "max_force_ev_per_a": 1.8
}

=====

{
  "formula": "C4H14NOS",
  "method": "ωB97M-V/def2-TZVPD",
  "symbols": ["H", "C", "H", "H", "H", "H", "H", "H", "H", "H", "C", "H", "S", "H", "H", "O", "N", "H", "H", "C", "C"],
  "positions_angstrom": [[0.1832, -0.7573, -1.8304], [-0.0500, -2.5903, -0.0090], [-0.2309, -3.2574, 0.9163], [-1.4221, 2.9601, 1.6256], [0.5925, -0.9100, 1.2093], [-1.1434, 0.7058, 0.0220], [2.4595, 0.8883, -1.3413], [1.6207, -1.1965, -1.0773], [0.8931, -3.0915, -0.2603], [-2.0870, -0.6858, 0.1325], [0.7970, -0.4741, -0.9283], [-0.7441, -2.8779, -0.7926], [1.7595, 1.5578, 0.7985], [-1.4523, -0.0560, 1.5296], [0.6943, 2.3625, 0.6937], [-1.5099, 2.6792, 0.7006], [-1.2855, -0.1882, 0.5108], [0.8488, 1.6631, -1.3907], [-1.4657, 3.4681, 0.1413], [0.0726, -1.1326, 0.2496], [1.4697, 0.9327, -0.8999]],
  "lowdin_spin": [0.01, 0.05, 0.01, 0.04, 0.02, 0.05, 0.00, 0.01, 0.01, 0.10, 0.03, 0.01, 0.08, 0.16, 0.01, 0.10, 0.16, 0.01, 0.03, 0.08, 0.03],
  "e_lumo_ev": [0.72, 0.46],
  "homo_ev": [-3.048, -9.264],
  "de_lowest_kj_mol": 123.02,
  "spin_multiplicity": 2,
  "s2": 0.751,
  "max_force_ev_per_a": 3.4
}

=====

{
  "formula": "C4H14NOS",
  "method": "ωB97M-V/def2-TZVPD",
  "symbols": ["H", "H", "C", "H", "H", "N", "S", "H", "H", "C", "H", "H", "H", "H", "H", "H", "C", "O", "H", "H", "C"],
  "positions_angstrom": [[1.3161, -1.5577, 1.5585], [2.2342, -0.0470, 0.0783], [-3.1711, 0.5874, -1.7514], [-3.7936, -0.2576, -2.0468], [1.0340, 1.7216, -0.9703], [0.8919, -0.6045, 1.4308], [-1.6844, 0.0192, -0.7853], [-2.5550, 1.0663, -2.5593], [-1.3499, 2.1251, -0.6903], [1.1513, -0.0461, 0.0224], [2.5988, -2.9029, 0.0343], [1.1828, -0.1325, 2.2830], [-0.1105, -0.7379, 1.4985], [0.9246, -0.7676, -0.8079], [3.1742, -3.3300, 1.3699], [-1.4161, 1.5272, 0.9753], [0.5334, 1.3150, -0.0516], [2.6928, -2.7302, 0.9460], [1.0477, 1.9973, 0.6052], [-3.7471, 1.2886, -1.1659], [-0.9542, 1.4664, 0.0267]],
  "nbo_charge": [0.47, 0.23, -0.70, 0.26, 0.26, -0.71, 0.08, 0.23, 0.25, -0.22, 0.49, 0.44, 0.43, 0.26, 0.49, 0.23, -0.47, -0.96, 0.24, 0.23, -0.53],
  "e_lumo_ev": -3.10,
  "homo_ev": -11.946,
  "de_lowest_kj_mol": 169.18,
  "charge": 1,
  "max_force_ev_per_a": 6.1
}

=====

{
  "formula": "C4H14NOS",
  "method": "ωB97M-V/def2-TZVPD",
  "symbols": ["C", "H", "C", "H", "H", "H", "H", "H", "H", "H", "C", "H", "H", "H", "H", "C", "H", "H", "S", "O", "N"],
  "positions_angstrom": [[-1.5667, -0.5246, 0.5464], [1.6274, 0.1406, -2.1972], [0.9116, -1.0304, -0.5374], [-1.2829, 2.4811, 2.9589], [0.3176, 0.9554, 1.4412], [-1.1586, -1.0868, 1.3924], [-0.2921, -2.5143, -2.8143], [2.1269, -1.7033, -2.1839], [-1.8735, 0.3838, 1.0621], [-0.7087, 0.2499, -1.1474], [-0.2392, -0.1065, -0.2121], [1.0910, 1.5804, 0.0527], [-2.2406, -1.1639, -0.0025], [0.4882, -2.0451, -0.4539], [-0.4198, 1.9646, 0.4249], [1.3915, -0.9072, -2.0018], [1.8489, -1.0698, 0.0496], [0.1723, 2.5726, 3.3447], [0.0695, -1.2859, -3.2116], [-0.4930, 1.9315, 3.0631], [0.2303, 1.1779, 0.4262]],
  "nbo_charge": [-0.61, 0.22, -0.47, 0.49, 0.47, 0.22, 0.13, 0.25, 0.21, 0.23, -0.05, 0.44, 0.26, 0.24, 0.44, -0.50, 0.24, 0.49, -0.03, -0.96, -0.69],
  "e_lumo_ev": -3.48,
  "homo_ev": -12.398,
  "de_lowest_kj_mol": 127.93,
  "charge": 1,
  "max_force_ev_per_a": 4.0
}

=====

{
  "formula": "C4H14NOS",
  "method": "ωB97M-V/def2-TZVPD",
  "symbols": ["C", "N", "H", "C", "H", "C", "H", "H", "O", "S", "H", "H", "H", "C", "H", "H", "H", "H", "H", "H", "H"],
  "positions_angstrom": [[0.9158, 1.6492, 0.7944], [0.7179, 0.0276, -1.0547], [0.2746, -0.9071, -1.4939], [-1.4337, 0.7595, 0.1913], [0.7595, 0.9395, -1.6586], [0.1152, 0.4766, 0.3280], [1.7879, -0.2605, -0.8970], [-3.4702, -0.2768, -0.2398], [2.9484, -1.4239, -0.2031], [-1.9957, -2.0660, 0.8401], [0.5617, 2.6312, 0.3101], [-1.6896, 1.0514, 1.2799], [-1.6239, 1.6288, -0.4952], [-2.3230, -0.4127, -0.1520], [-1.9591, -0.5643, -1.2393], [0.9709, 2.0576, 1.8457], [2.6350, -2.3446, 0.1535], [1.8421, 1.5691, 0.2675], [3.9047, -1.3923, -0.3659], [-3.1738, -2.6216, 0.9307], [0.2355, -0.5207, 0.8585]],
  "nbo_charge": [-0.67, -0.79, 0.47, -0.45, 0.44, -0.02, 0.49, 0.28, -1.00, -0.11, 0.23, 0.24, 0.24, -0.48, 0.18, 0.29, 0.52, 0.22, 0.52, 0.16, 0.23],
  "e_lumo_ev": -3.35,
  "homo_ev": -12.601,
  "de_lowest_kj_mol": 208.47,
  "charge": 1,
  "max_force_ev_per_a": 3.4
}

=====

{
  "formula": "C4H14O10PPd",
  "method": "ωB97M-V/def2-TZVPD",
  "symbols": ["P", "O", "H", "C", "H", "O", "O", "O", "H", "H", "H", "C", "H", "H", "C", "O", "H", "H", "O", "O", "H", "H", "O", "C", "H", "H", "O", "O", "Pd", "H"],
  "positions_angstrom": [[-7.2395, -6.4980, 2.7571], [1.4582, 1.1037, 0.3641], [-0.8592, -7.3208, 0.7280], [1.4596, -1.2623, 0.1420], [-0.0220, -5.9797, 7.4492], [-2.9639, -7.6865, 7.0666], [-1.6865, -7.4712, 1.2255], [-6.2588, -5.9589, 3.9069], [1.2508, -0.9081, -0.8675], [-0.2706, -0.8923, 0.7668], [-3.4632, -7.0168, 6.5936], [-1.8858, -7.0648, 7.7273], [-1.6703, -4.6751, 6.9154], [2.2058, -2.0560, 0.1051], [2.0222, -0.0864, 0.9348], [-6.3802, -6.1620, 1.5624], [-2.3601, -6.4228, 8.4696], [-1.3844, -7.8860, 8.2393], [-4.3169, -1.2344, 2.6827], [-1.4576, -5.2517, 6.1779], [-0.4438, -6.7994, 5.9864], [3.1056, -0.1711, 0.8510], [-8.4635, -5.6587, 2.5274], [-0.8762, -6.2879, 6.8464], [1.9754, -0.2858, 2.0054], [-3.8783, -0.7326, 3.3971], [0.2843, -1.6748, 0.8049], [-7.1103, -8.0438, 2.6931], [-3.3244, -4.5523, 2.5422], [0.5712, 1.2582, 0.6974]],
  "lowdin_spin": [-0.02, 0.00, 0.00, 0.00, 0.00, 0.00, 0.00, 0.23, 0.00, 0.00, 0.00, 0.00, 0.00, 0.00, 0.00, 0.64, 0.00, 0.00, 0.01, 0.00, 0.00, 0.00, 0.06, 0.00, 0.00, 0.00, 0.00, 0.27, 0.81, 0.00],
  "e_lumo_ev": [5.30, 5.30],
  "homo_ev": [1.787, 2.811],
  "spin_multiplicity": 3,
  "charge": -3,
  "s2": 2.027,
  "max_force_ev_per_a": 4.7
}

=====

{
  "formula": "C4H14O2",
  "method": "ωB97M-V/def2-TZVPD",
  "symbols": ["H", "H", "H", "H", "H", "O", "H", "H", "C", "C", "H", "C", "H", "H", "H", "H", "H", "O", "C", "H"],
  "positions_angstrom": [[-0.8130, -2.4300, 0.3974], [-0.5915, -1.0335, -3.9986], [0.1527, 1.2368, 0.5515], [1.6118, -0.4656, 2.8424], [0.4045, 2.6199, -2.2189], [0.8772, 3.0804, -2.9340], [0.2383, -1.1547, -2.6913], [0.1073, 3.2052, -3.5074], [-0.2518, -0.5606, 1.6873], [-0.8102, -1.3432, 0.4718], [-0.3734, -0.9728, -0.4546], [-0.4106, 0.9273, 1.4290], [-0.8635, -0.8059, 2.5563], [1.8476, -0.4785, 1.0997], [-1.4452, 1.2259, 1.2533], [-1.8652, -1.0519, 0.5346], [-0.0708, 1.4371, 2.3313], [-0.3870, -0.5941, -3.1796], [1.2344, -0.8825, 1.9067], [1.4085, -1.9593, 1.9230]],
  "nbo_charge": [0.21, 0.47, 0.20, 0.21, 0.46, -0.93, 0.47, 0.46, -0.21, -0.61, 0.19, -0.60, 0.19, 0.20, 0.21, 0.21, 0.21, -0.94, -0.61, 0.21],
  "e_lumo_ev": 0.67,
  "homo_ev": -11.164,
  "de_lowest_kj_mol": 50.24,
  "max_force_ev_per_a": 1.5
}

=====

{
  "formula": "C4H14O2",
  "method": "ωB97M-V/def2-TZVPD",
  "symbols": ["H", "C", "H", "O", "H", "H", "H", "C", "H", "C", "H", "H", "H", "H", "H", "O", "C", "H", "H", "H"],
  "positions_angstrom": [[2.8703, -1.2277, -0.5671], [-0.1803, -1.9689, -0.3207], [0.2880, 0.8126, 1.5529], [-0.5437, 4.0842, -2.6394], [-2.6615, 1.3464, 0.7270], [0.7074, 0.1114, -0.5263], [0.0462, -2.8370, 0.3147], [0.8350, -0.7250, 0.1471], [-1.1596, -1.6360, -0.2548], [2.2722, -1.0855, 0.3063], [0.0242, -2.0817, -1.3525], [-0.3717, -0.8017, 1.9341], [-1.0885, 3.5564, -2.1317], [2.3649, -2.0036, 0.8745], [-0.9294, 4.1650, -3.5598], [-3.0506, 0.7353, 0.1401], [0.4114, -0.1857, 1.5797], [1.2063, -0.2298, 2.3172], [2.7464, -0.3215, 0.8603], [-3.7867, 0.2928, 0.5983]],
  "nbo_charge": [0.20, -0.60, 0.20, -0.94, 0.47, 0.19, 0.20, -0.19, 0.21, -0.61, 0.20, 0.20, 0.47, 0.20, 0.47, -0.94, -0.61, 0.20, 0.20, 0.47],
  "e_lumo_ev": 0.61,
  "homo_ev": -10.720,
  "de_lowest_kj_mol": 135.93,
  "max_force_ev_per_a": 4.5
}

=====

{
  "formula": "C4H14O2S",
  "method": "ωB97M-V/def2-TZVPD",
  "symbols": ["C", "H", "H", "H", "H", "H", "H", "C", "C", "C", "H", "H", "H", "H", "H", "H", "O", "O", "H", "S", "H"],
  "positions_angstrom": [[-2.2550, -0.1071, -0.0350], [-3.1483, -0.6968, 0.1111], [-0.1318, -0.3001, 0.7901], [3.9344, -4.4373, -3.3475], [-2.4973, 0.9510, -0.1640], [-0.6917, 0.0234, -6.0157], [1.9700, 2.0766, 2.3992], [1.1563, 2.3466, 3.0745], [-1.1569, 1.1008, 1.9705], [-1.1831, -0.1367, 1.0836], [4.6495, -4.1112, -2.0719], [0.6690, 3.2971, 2.8745], [-1.3485, -1.0858, 1.6135], [-2.1126, 1.4147, 2.3965], [1.6434, 2.4037, 4.0491], [-1.8849, -0.5424, -0.9684], [4.7151, -4.6524, -2.8496], [-0.8932, -0.4887, -5.2291], [-0.7027, 1.9801, 1.5086], [0.1492, 0.8266, 3.2973], [-0.8807, 0.1378, -4.4874]],
  "nbo_charge": [-0.62, 0.21, 0.21, 0.47, 0.20, 0.47, 0.21, -0.75, -0.48, -0.43, 0.47, 0.22, 0.21, 0.21, 0.23, 0.21, -0.93, -0.94, 0.21, 0.14, 0.47],
  "e_lumo_ev": 0.63,
  "homo_ev": -8.561,
  "de_lowest_kj_mol": 101.92,
  "max_force_ev_per_a": 1.8
}

=====

{
  "formula": "C4H14O3",
  "method": "ωB97M-V/def2-TZVPD",
  "symbols": ["O", "O", "H", "H", "O", "H", "H", "H", "H", "H", "H", "H", "H", "C", "C", "C", "H", "H", "H", "C", "H"],
  "positions_angstrom": [[1.7317, 1.3273, 2.4517], [0.9288, 1.1449, -3.1603], [2.5583, 1.1128, 3.0682], [3.7463, 4.8215, 1.0854], [4.1304, 4.2132, 0.3877], [-2.9710, -4.0720, 0.3760], [-0.4901, -2.4867, -0.0436], [1.1639, 2.1099, -3.4439], [-1.1339, -0.8982, -1.7273], [-2.7957, -0.8891, -1.2500], [0.9738, 1.0682, 3.0618], [-1.7202, -0.4450, 0.0253], [-1.3288, -3.0722, -1.4482], [-1.7694, -1.0388, -0.8835], [-3.0055, -2.2199, 1.4165], [-1.4365, -2.5021, -0.5275], [-3.4054, -1.1456, 1.3904], [4.5326, 4.5851, -0.4307], [1.7233, 0.9776, -2.7331], [-2.5045, -3.0235, 0.3493], [-2.8853, -2.4435, 2.5087]],
  "nbo_charge": [-0.94, -0.92, 0.47, 0.49, -0.98, 0.21, 0.22, 0.46, 0.23, 0.20, 0.47, 0.22, 0.20, -0.61, -0.46, -0.45, 0.19, 0.49, 0.46, -0.15, 0.20],
  "e_lumo_ev": 0.51,
  "homo_ev": -7.833,
  "de_lowest_kj_mol": 429.76,
  "max_force_ev_per_a": 4.4
}

=====

no.,total energy (Eh)
1,-441.23397
2,-441.29143
3,-688.82587
4,-688.69827
5,-688.71398
6,-688.68331
7,-1382.03278
8,-311.26083
9,-311.22820
10,-709.42685
11,-386.36309